{"formula": "C14H16O2", "method": "ωB97M-V with the def2-TZVPD basis set", "lumo_ha": 0.0261, "homo_lumo_gap_ha": 0.3214, "smiles": "Cc1ccc(O)cc1.Cc1ccc(O)cc1", "charge": 0, "e_homo_ev": -8.0, "elements": ["C", "C", "C", "C", "C", "O", "C", "C", "H", "H", "H", "H", "H", "H", "H", "H", "C", "C", "C", "C", "C", "O", "C", "C", "H", "H", "H", "H", "H", "H", "H", "H"], "xyz": [[1.032, 2.957, 0.878], [0.521, 1.677, 1.355], [-0.944, 1.609, 1.300], [-1.495, 0.409, 1.691], [-0.715, -0.640, 2.112], [-1.125, -1.944, 2.300], [0.697, -0.611, 2.244], [1.308, 0.637, 1.840], [0.493, 3.376, -0.053], [2.068, 2.949, 0.525], [0.803, 3.681, 1.624], [-1.380, 2.403, 0.799], [-2.513, 0.304, 1.579], [-1.180, -2.427, 1.349], [1.228, -1.421, 2.615], [2.395, 0.773, 2.051], [-2.195, -2.207, -1.466], [-1.019, -1.303, -1.620], [0.286, -1.958, -1.657], [1.472, -1.240, -1.563], [1.469, 0.147, -1.436], [2.616, 0.793, -0.897], [0.257, 0.833, -1.539], [-0.958, 0.081, -1.613], [-3.110, -1.557, -1.286], [-2.208, -2.803, -0.467], [-2.377, -2.769, -2.372], [0.365, -3.056, -1.707], [2.417, -1.922, -1.586], [3.469, 0.713, -1.331], [0.231, 1.891, -1.902], [-1.908, 0.623, -1.767]], "nbo_charge": [-0.6423, -0.0173, -0.1898, -0.2565, 0.2635, -0.7148, -0.2171, -0.2089, 0.2021, 0.2311, 0.2205, 0.2076, 0.2125, 0.4778, 0.2181, 0.2156, -0.6327, -0.0771, -0.1984, -0.2643, 0.2894, -0.7213, -0.2781, -0.1376, 0.2180, 0.2089, 0.2313, 0.2098, 0.2236, 0.4918, 0.2324, 0.2021]}

---

{"formula": "C27H28MnN2O6Te", "method": "ωB97M-V with the def2-TZVPD basis set", "lumo_ha": [-0.0044, -0.0962], "homo_lumo_gap_ha": [0.2882, 0.1972], "charge": 0, "multiplicity": 4, "e_homo_ev": [-8.0, -8.0], "elements": ["Mn", "O", "C", "C", "C", "C", "C", "C", "C", "O", "N", "N", "C", "C", "C", "C", "C", "C", "C", "O", "H", "H", "H", "H", "H", "H", "H", "H", "H", "H", "C", "C", "C", "O", "C", "O", "O", "H", "H", "H", "H", "H", "H", "H", "C", "C", "C", "C", "C", "C", "Te", "C", "C", "C", "H", "H", "H", "H", "H", "H", "H", "H", "H", "H", "H"], "xyz": [[-0.156, -0.784, 0.179], [-1.007, 0.227, 4.390], [0.284, 0.186, 4.786], [0.522, 0.308, 6.157], [1.810, 0.280, 6.645], [2.894, 0.133, 5.779], [2.662, 0.007, 4.427], [1.363, 0.023, 3.905], [1.155, -0.147, 2.454], [-0.090, -0.119, 2.010], [2.172, -0.393, 1.688], [1.738, -0.644, 0.382], [2.604, -0.631, -0.557], [2.275, -0.937, -1.936], [3.304, -0.846, -2.883], [3.100, -1.180, -4.203], [1.838, -1.633, -4.590], [0.809, -1.740, -3.678], [0.997, -1.385, -2.336], [-0.029, -1.530, -1.508], [-1.014, 0.158, 3.418], [-0.330, 0.429, 6.812], [1.978, 0.380, 7.710], [3.905, 0.118, 6.162], [3.485, -0.110, 3.736], [3.632, -0.408, -0.286], [4.277, -0.502, -2.551], [3.902, -1.096, -4.923], [1.659, -1.907, -5.622], [-0.169, -2.095, -3.975], [-3.530, 1.347, 0.781], [-2.574, 0.841, -0.276], [-3.181, 0.813, -1.669], [-2.166, -0.519, 0.081], [-1.282, 1.681, -0.324], [-1.386, 2.887, -0.280], [-0.174, 1.017, -0.475], [-4.460, 0.773, 0.765], [-3.756, 2.394, 0.588], [-3.083, 1.271, 1.772], [-4.078, 0.187, -1.685], [-2.462, 0.426, -2.391], [-3.465, 1.825, -1.954], [-2.852, -1.157, -0.137], [-0.399, -8.518, -1.725], [-0.415, -7.216, -0.974], [-1.507, -6.852, -0.197], [-1.537, -5.657, 0.511], [-2.751, -5.331, 1.337], [-0.433, -4.797, 0.419], [-0.435, -3.046, 1.561], [0.685, -5.142, -0.356], [1.905, -4.272, -0.432], [0.668, -6.350, -1.040], [-1.347, -9.045, -1.627], [0.390, -9.173, -1.351], [-0.209, -8.357, -2.787], [-2.365, -7.514, -0.145], [-3.545, -6.052, 1.146], [-3.146, -4.338, 1.115], [-2.525, -5.354, 2.406], [1.628, -3.223, -0.497], [2.509, -4.523, -1.303], [2.533, -4.392, 0.456], [1.528, -6.618, -1.644]], "nbo_charge": [1.1323, -0.6872, 0.4301, -0.3005, -0.1635, -0.2636, -0.1286, -0.2481, 0.5851, -0.7582, -0.3926, -0.2788, 0.1578, -0.2200, -0.1341, -0.2664, -0.1763, -0.2294, 0.3595, -0.6911, 0.5059, 0.2240, 0.2130, 0.2149, 0.2331, 0.2124, 0.2108, 0.2175, 0.2137, 0.2170, -0.6215, 0.1399, -0.6273, -0.7235, 0.7653, -0.6102, -0.7073, 0.2002, 0.2497, 0.2268, 0.2003, 0.2320, 0.2440, 0.5060, -0.6305, 0.0212, -0.2226, -0.0453, -0.6373, -0.2352, 0.5459, -0.0209, -0.6367, -0.2209, 0.2161, 0.2248, 0.2238, 0.2074, 0.2238, 0.2121, 0.2322, 0.2194, 0.2260, 0.2242, 0.2096]}

---

{"formula": "C5H7N", "method": "ωB97M-V with the def2-TZVPD basis set", "lumo_ha": 0.0322, "homo_lumo_gap_ha": 0.3556, "smiles": "C=C=C/C=N/C", "charge": 0, "e_homo_ev": -8.8, "elements": ["C", "C", "C", "C", "N", "C", "H", "H", "H", "H", "H", "H", "H"], "xyz": [[-1.924, -1.261, -1.213], [-1.122, -1.384, -0.204], [-0.157, -1.454, 0.678], [0.722, -0.271, 0.707], [0.354, 0.759, 0.063], [1.145, 1.954, 0.103], [-2.723, -0.530, -1.290], [-1.808, -2.061, -1.923], [-0.087, -2.263, 1.399], [1.605, -0.296, 1.360], [0.524, 2.764, 0.505], [1.407, 2.235, -0.923], [2.063, 1.865, 0.704]], "nbo_charge": [-0.5036, 0.2142, -0.3999, 0.0935, -0.4056, -0.4308, 0.2355, 0.2315, 0.2362, 0.1540, 0.2037, 0.2058, 0.1656]}

---

Calculated values (eV) of E for the records, taken in order: -18869.964, -82333.368, -6785.755.